Density functional theory data (ωB97M-V/def2-TZVPD) for a structure of composition C35H46N2OP2Si2Zn in a non-equilibrium geometry.

```
89
Properties=species:S:1:pos:R:3
Zn 0.717 0.076 -0.102
P -1.600 -0.343 0.936
P -0.967 1.316 -1.516
Si 1.157 0.254 -3.527
Si 0.289 -2.805 1.512
O 2.170 1.008 1.091
N -0.225 -1.195 1.203
N 0.173 0.303 -2.111
C 0.369 3.634 -0.713
C -4.848 -2.152 -0.876
C 0.131 4.919 -3.162
C -0.063 -3.475 3.234
C -2.963 -1.473 0.464
C -3.461 1.024 2.474
C -3.427 1.234 4.870
C -2.312 0.236 2.521
C -4.018 1.518 3.641
C 3.688 2.566 2.041
C 2.353 2.537 2.806
C -0.372 -4.043 0.270
C -1.120 1.106 0.160
C -0.495 3.697 -2.951
C 1.826 1.156 2.478
C -2.495 1.288 -2.494
C -4.718 2.150 -2.837
C 0.982 4.862 -0.917
C 1.542 -1.556 -3.813
C -5.160 -3.137 0.045
C 0.432 0.991 -5.091
C -2.283 0.456 4.923
C -3.287 -2.469 1.391
C -1.727 -0.042 3.747
C -4.371 -3.301 1.180
C 2.751 1.186 -3.182
C 2.165 -2.711 1.352
C -0.371 3.036 -1.732
C -3.751 -1.321 -0.667
C 0.876 5.501 -2.147
C -3.948 0.266 -4.123
C 3.467 1.591 0.871
C -2.725 0.320 -3.465
C -4.944 1.177 -3.806
C -3.497 2.207 -2.183
H 1.970 -1.994 -2.907
H 1.670 3.291 2.412
H 0.041 5.415 -4.121
H 1.055 0.703 -5.942
H -1.026 -3.989 3.290
H -3.520 -0.549 -1.386
H 3.340 0.684 -2.406
H -0.273 -3.657 -0.749
H -5.497 2.862 -2.596
H -3.908 1.254 1.513
H 2.589 -2.138 2.182
H -2.686 -2.579 2.287
H 0.712 -4.206 3.483
H 4.501 2.219 2.677
H -4.910 2.131 3.600
H -1.431 -4.242 0.446
H -3.861 1.623 5.783
H -5.901 1.130 -4.310
H 2.454 -2.212 0.419
H 2.474 2.694 3.876
H 0.437 3.128 0.243
H -0.587 0.656 -5.291
H 0.632 -2.113 -4.052
H -6.024 -3.772 -0.109
H 2.338 0.384 3.064
H -0.830 -0.652 3.775
H -0.048 -2.703 4.006
H 4.219 0.800 0.853
H 1.368 6.451 -2.312
H -1.096 3.258 -3.739
H -3.315 2.953 -1.418
H 0.167 -4.993 0.333
H -5.462 -2.020 -1.759
H 3.940 3.564 1.689
H 2.627 -3.702 1.358
H 3.446 2.081 -0.101
H 0.425 2.081 -5.039
H 1.536 5.332 -0.113
H 0.750 1.032 2.573
H -1.945 -0.399 -3.681
H 2.524 2.199 -2.832
H -1.823 0.234 5.878
H -4.614 -4.071 1.902
H -4.126 -0.488 -4.880
H 3.380 1.267 -4.074
H 2.254 -1.702 -4.630
```

Summary:
2S+1 = 1
total charge = 0
energy relative to the best compared isomer or geometry (same formula, charge and spin) = 0.3108 eV
LUMO = 0.397 eV
gap between HOMO and LUMO = 7.415 eV

Density functional theory data (ωB97M-V/def2-TZVPD) for a cluster of 5 separate species, C4H19N2O4 in total in a non-equilibrium geometry.

```
29
Properties=species:S:1:pos:R:3
O -1.064 2.825 0.426
O -2.032 -1.126 -0.310
O -1.767 -0.706 2.938
O -0.025 -2.479 1.465
N 2.173 -0.500 0.609
N 0.830 -0.121 -2.411
C 1.702 0.963 0.853
C 0.177 -0.382 -3.452
C 1.151 1.428 -0.490
C 0.194 0.444 -1.200
H 0.445 2.258 -0.251
H 2.555 1.505 1.280
H -0.532 -2.952 0.784
H -0.895 -0.213 -3.635
H -0.271 -0.316 -0.511
H 0.926 1.015 1.615
H 1.547 -1.212 1.001
H -1.159 2.824 1.379
H 2.237 -0.790 -0.376
H 0.773 -0.513 -4.339
H -2.415 -0.463 3.609
H 3.085 -0.657 1.025
H -0.623 -1.727 1.624
H -0.876 -0.700 3.306
H -1.669 3.429 -0.026
H -2.113 -0.385 -0.916
H 1.888 1.729 -1.254
H -2.735 -1.766 -0.475
H -0.788 0.936 -1.296
```

Summary:
2S+1 = 1
total charge = +1
energy relative to the best compared isomer or geometry (same formula, charge and spin) = 2.7468 eV
LUMO = -2.767 eV
gap between HOMO and LUMO = 10.236 eV

Density functional theory data (ωB97M-V/def2-TZVPD) for a cluster of 2 separate species, C6H12O in total in a non-equilibrium geometry.

```
19
Properties=species:S:1:pos:R:3
O -4.028 -1.229 -3.995
C 1.550 0.421 0.978
C 1.976 1.844 0.747
C -0.631 -0.830 1.204
C -1.237 -1.809 0.231
C 0.065 0.259 0.773
C 3.235 2.252 0.669
H -0.482 0.943 0.116
H 1.118 2.504 0.675
H -2.181 -1.428 -0.179
H 3.939 1.430 0.720
H -0.508 -1.947 -0.561
H -0.308 -1.089 2.211
H -4.097 -1.219 -3.033
H 1.980 -0.355 0.340
H 1.733 0.002 1.981
H 3.449 3.309 0.688
H -4.024 -0.275 -4.162
H -1.549 -2.785 0.598
```

Summary:
SMILES string = C=CC/C=C/C.O
2S+1 = 1
total charge = 0
energy relative to the best compared isomer or geometry (same formula, charge and spin) = 3.5447 eV
LUMO = 0.721 eV
gap between HOMO and LUMO = 8.874 eV

Density functional theory data (ωB97M-V/def2-TZVPD) for a structure of composition C20H14Br2CrINO3S2.

```
44
Properties=species:S:1:pos:R:3
I -3.986 -6.321 0.805
Br -4.528 -1.736 1.106
Br -4.423 2.609 4.707
Cr 0.261 -0.073 0.002
S 0.444 -1.197 -2.160
S 2.255 1.157 -0.636
O 0.876 -1.332 1.714
O -1.742 -0.594 0.349
O 0.861 -2.169 3.801
N -0.417 1.431 1.430
C -2.364 -4.651 2.738
C -1.660 -4.409 0.438
C -2.485 -4.972 1.397
C -1.382 -3.748 3.119
C 4.002 0.900 -2.720
C 2.427 -1.206 -4.068
C -0.553 -3.152 2.177
C -1.474 3.029 3.420
C -2.245 1.960 2.919
C -1.656 1.177 1.905
C -0.222 3.261 2.927
C -2.318 0.037 1.276
C -3.590 -0.245 1.797
C -4.183 0.520 2.802
C 2.709 0.375 -2.154
C 0.281 2.422 1.914
C 0.497 -2.125 2.617
C 1.986 -0.582 -2.758
C -0.699 -3.491 0.834
C -3.544 1.600 3.351
H 1.270 2.567 1.496
H 3.944 1.985 -2.854
H -1.243 -3.482 4.159
H -0.065 -3.019 0.093
H 3.454 -1.583 -4.029
H 0.391 4.070 3.300
H -5.171 0.243 3.145
H -1.891 3.654 4.199
H 4.263 0.454 -3.682
H 1.775 -2.044 -4.310
H 2.370 -0.492 -4.899
H -3.029 -5.092 3.470
H -1.772 -4.659 -0.609
H 4.826 0.718 -2.022
```

Summary:
2S+1 = 5
total charge = -2
energy relative to the best compared isomer or geometry (same formula, charge and spin) = 0.0000 eV
LUMO (spin up / spin down) = 3.660 / 3.660 eV
gap between HOMO and LUMO (spin up / spin down) = 4.084 / 4.510 eV

Density functional theory data (ωB97M-V/def2-TZVPD) for a structure of composition C26H22F6N3O4PbS6 in a non-equilibrium geometry.

```
68
Properties=species:S:1:pos:R:3
Pb 0.047 0.370 -4.038
S -0.599 -0.114 -1.230
S 0.887 -2.880 -3.302
S -2.835 -0.120 -3.702
S -0.934 -4.888 -2.711
S 2.720 0.636 -2.563
S 0.067 2.775 -2.507
F 2.796 -4.697 -2.673
F 2.102 -4.723 -4.719
F 3.343 -3.126 -4.058
F -2.450 -4.804 -0.624
F -0.534 -3.903 -0.271
F -2.002 -2.824 -1.446
O 0.977 -1.747 -4.282
O -2.121 -5.330 -3.292
O 0.941 -2.486 -1.922
O 0.130 -5.735 -2.323
N 2.339 0.779 0.033
N 1.321 3.324 -0.254
N -0.383 -3.646 -3.708
C 0.548 4.566 -0.063
C -1.835 3.827 0.392
C -2.205 -0.180 -0.996
C -1.517 -4.087 -1.167
C 2.610 -1.095 1.625
C -4.948 -0.665 -0.515
C -3.975 -0.499 0.563
C -0.502 4.662 2.260
C -1.549 4.442 3.112
C 1.213 2.488 -1.257
C 2.128 1.273 -1.192
C -2.946 3.770 1.246
C 1.092 -2.444 2.960
C 3.022 -0.514 0.294
C 2.225 3.021 0.905
C 3.207 -1.675 3.902
C -2.679 -0.288 0.383
C 1.388 -1.788 1.740
C 1.989 -2.360 4.040
C 2.005 1.594 1.260
C 3.517 -1.093 2.674
C -2.765 4.045 2.586
C -0.609 4.324 0.896
C 2.395 -3.950 -3.711
C -3.240 -0.305 -2.128
C -4.623 -0.548 -1.796
H 0.332 4.978 -1.032
H 4.092 -0.402 0.203
H -1.995 -0.041 1.205
H 1.730 -2.943 4.936
H 1.031 1.390 1.679
H -5.988 -0.896 -0.207
H 3.924 -1.675 4.702
H -3.956 3.540 0.900
H 0.801 -1.925 0.846
H -1.443 4.507 4.219
H 1.911 3.580 1.740
H -1.954 3.662 -0.675
H -3.629 3.915 3.256
H 4.513 -0.748 2.438
H 2.725 1.419 2.069
H 1.260 5.270 0.444
H 2.695 -1.155 -0.516
H -5.356 -0.638 -2.574
H 0.438 5.064 2.697
H 3.255 3.157 0.557
H -4.302 -0.420 1.615
H 0.159 -3.019 3.079
```

Summary:
2S+1 = 1
total charge = +1
energy relative to the best compared isomer or geometry (same formula, charge and spin) = 0.4939 eV
LUMO = -5.803 eV
gap between HOMO and LUMO = 6.013 eV

Density functional theory data (ωB97M-V/def2-TZVPD) for the ion C5H10N with charge +1 in a non-equilibrium geometry.

```
16
Properties=species:S:1:pos:R:3
N 0.189 0.547 -0.209
C 1.334 0.127 -1.000
C -1.583 -1.595 0.213
C 0.513 1.183 1.056
C -1.081 0.834 -0.874
C -1.183 -0.322 -0.310
H 1.795 -0.759 -0.564
H -1.119 -2.409 -0.347
H -0.387 1.331 1.651
H -1.300 -1.699 1.261
H 1.028 -0.095 -2.021
H -1.454 1.621 -1.483
H 1.205 0.553 1.614
H -2.668 -1.682 0.126
H 0.979 2.155 0.880
H 2.075 0.927 -1.024
```

Summary:
SMILES string = CC1=C[N+]1(C)C
2S+1 = 1
total charge = +1
energy relative to the best compared isomer or geometry (same formula, charge and spin) = 2.2732 eV
LUMO = -3.291 eV
gap between HOMO and LUMO = 12.232 eV

Density functional theory data (ωB97M-V/def2-TZVPD) for the molecule C5H15NSi in a non-equilibrium geometry.

```
22
Properties=species:S:1:pos:R:3
Si 0.218 -0.452 0.246
N -1.013 0.176 1.244
C -0.531 -2.111 -0.554
C 0.537 0.691 -1.362
C 0.861 2.525 0.553
C -1.407 -2.858 0.464
C 1.307 1.998 -0.880
H -2.042 -3.651 -0.040
H 2.397 1.828 -0.755
H -2.085 -2.132 0.743
H -0.320 0.929 -1.907
H -1.140 -1.966 -1.344
H 1.219 2.706 -1.642
H -0.174 2.607 0.516
H -0.876 1.098 1.710
H 0.259 -2.666 -0.868
H 1.416 3.442 0.592
H 1.111 1.854 1.346
H -0.779 -3.366 1.131
H -1.694 -0.372 1.804
H 1.254 0.327 -2.096
H 1.484 -0.605 1.099
```

Summary:
SMILES string = CCC[Si@@H](N)CC
2S+1 = 1
total charge = 0
energy relative to the best compared isomer or geometry (same formula, charge and spin) = 0.8343 eV
LUMO = 1.042 eV
gap between HOMO and LUMO = 10.368 eV

Density functional theory data (ωB97M-V/def2-TZVPD) for the molecule C4H5NO in a non-equilibrium geometry.

```
11
Properties=species:S:1:pos:R:3
O -0.163 0.188 1.279
N 1.939 0.805 2.390
C 0.950 0.505 1.861
C -1.442 -0.041 -0.733
C -0.083 -0.091 -0.111
C 1.078 -0.392 -0.672
H -1.358 0.225 -1.789
H 1.149 -0.545 -1.742
H -1.932 -1.019 -0.667
H -2.083 0.691 -0.234
H 1.981 -0.492 -0.079
```

Summary:
SMILES string = C=C(C)OC#N
2S+1 = 1
total charge = 0
energy relative to the best compared isomer or geometry (same formula, charge and spin) = 1.6621 eV
LUMO = 0.720 eV
gap between HOMO and LUMO = 10.773 eV

Density functional theory data (ωB97M-V/def2-TZVPD) for a structure of composition C21H33BClMoN7S2.

```
66
Properties=species:S:1:pos:R:3
Mo -0.485 0.249 -0.889
Cl 3.222 0.634 -0.217
S -0.785 2.639 -0.445
S -2.521 -0.237 0.372
N -2.010 -0.444 -2.345
N 0.659 -1.287 -2.158
N -2.231 0.717 2.928
N 0.989 3.576 1.394
N -2.432 -1.454 2.822
N 0.103 1.229 -2.891
N -0.811 2.756 2.319
C -0.197 2.979 1.156
C -2.140 0.445 -3.526
C -2.668 -2.795 2.308
C 4.118 -1.799 0.476
C 1.515 0.872 -3.129
C 1.712 -0.643 -3.013
C 2.993 -0.996 0.362
C 1.660 -2.670 1.404
C -2.352 -1.121 4.153
C 0.012 3.215 3.319
C 1.130 3.727 2.754
C 2.766 -3.490 1.513
C -0.778 0.870 -4.034
C 1.916 4.088 0.396
C 0.500 -0.597 0.704
C -0.281 -2.134 -2.963
C -1.726 -1.886 -2.577
C -2.368 -0.317 2.097
C 3.999 -3.058 1.039
C 1.734 -1.404 0.805
C -2.225 0.227 4.209
B -2.280 2.247 2.557
H -2.918 -0.435 -1.882
H -2.710 -0.046 -4.318
H 2.675 -4.462 1.978
H 2.864 4.296 0.883
H 1.698 -1.114 -3.995
H -0.130 -1.911 -4.016
H -2.172 -2.904 1.346
H 1.850 1.222 -4.109
H -0.043 -3.189 -2.833
H 0.757 0.516 0.738
H 2.693 -0.841 -2.583
H -1.953 -2.376 -1.629
H 2.102 1.389 -2.375
H -2.155 0.882 5.059
H -0.302 0.072 -4.601
H -0.285 3.172 4.352
H 4.873 -3.688 1.130
H -2.708 1.316 -3.195
H 1.526 5.002 -0.048
H -2.397 -2.297 -3.336
H -2.702 2.822 3.516
H -0.880 1.715 -4.715
H 2.064 3.344 -0.381
H 0.062 2.235 -2.742
H 1.991 4.206 3.184
H -3.735 -2.970 2.183
H 1.142 -1.888 -1.495
H -0.146 -0.781 1.559
H -2.263 -3.515 3.013
H 0.703 -3.005 1.787
H -2.409 -1.864 4.928
H -2.909 2.386 1.553
H 5.077 -1.427 0.144
```

Summary:
2S+1 = 3
total charge = +2
LUMO (spin up / spin down) = -6.522 / -6.494 eV
gap between HOMO and LUMO (spin up / spin down) = 6.825 / 7.564 eV

Density functional theory data (ωB97M-V/def2-TZVPD) for the molecule C4H8ClNO in a non-equilibrium geometry.

```
15
Properties=species:S:1:pos:R:3
Cl 2.546 -0.672 -1.590
O -1.803 -0.767 -0.079
N 0.168 -0.311 1.547
C 1.085 -0.618 -0.630
C 0.153 0.584 -0.797
C -1.385 0.407 -0.732
C 0.942 0.314 0.479
H 0.563 -1.152 2.109
H 0.518 1.403 -1.260
H -0.168 0.346 2.261
H -1.466 -0.639 0.883
H -1.663 0.366 -1.843
H 1.808 1.011 0.656
H 0.542 -1.612 -0.578
H -1.841 1.340 -0.425
```

Summary:
SMILES string = N[C@H]1[C@H](Cl)[C@H]1CO
2S+1 = 1
total charge = 0
energy relative to the best compared isomer or geometry (same formula, charge and spin) = 1.7673 eV
LUMO = 0.765 eV
gap between HOMO and LUMO = 10.023 eV

Density functional theory data (ωB97M-V/def2-TZVPD) for a structure of composition C31H33CoN2O2P2 in a non-equilibrium geometry.

```
71
Properties=species:S:1:pos:R:3
Co -0.306 0.382 -0.168
P 0.699 -1.248 -1.061
P -0.630 -0.220 1.885
O 1.165 2.798 0.531
O -2.549 0.654 -2.153
N -1.522 1.160 -1.685
N 0.235 2.196 -0.282
C -1.134 2.371 -2.119
C 0.553 -1.349 -3.794
C -1.082 -2.637 -5.004
C -0.004 -1.746 -5.004
C 1.867 1.861 4.344
C -2.372 -0.390 2.336
C 2.509 -1.142 -1.417
C 0.543 4.256 -1.565
C 1.400 0.868 3.495
C 4.700 -0.295 -0.852
C 0.689 -2.792 0.049
C 0.066 0.988 3.007
C 3.103 -2.123 -2.203
C -1.690 3.007 -3.314
C -4.631 -0.459 1.566
C -0.093 2.956 -1.345
C -3.285 -0.309 1.289
C 3.320 -0.306 -0.644
C 5.302 -1.190 -1.775
C -0.275 2.983 4.351
C -4.169 -0.630 3.960
C -2.798 -0.518 3.666
C -0.026 -1.745 -2.588
C 1.079 -2.527 1.504
C -5.096 -0.574 2.894
C 4.478 -2.115 -2.395
C -1.130 -2.602 -2.565
C 1.061 2.940 4.824
C -0.750 2.019 3.429
C -1.641 -3.048 -3.782
C -0.019 -1.870 2.416
H 0.417 -1.361 -5.914
H -1.548 -2.870 -1.607
H -2.045 -0.540 4.444
H 1.481 -0.784 -3.746
H -1.734 2.137 3.007
H 1.295 -3.493 1.977
H 6.371 -1.159 -2.021
H -2.535 -3.694 -3.746
H 1.345 -3.545 -0.367
H 0.172 4.777 -2.449
H -1.239 2.616 -4.232
H -1.415 -3.081 -5.943
H -0.337 -3.209 -0.005
H -5.383 -0.403 0.780
H -2.945 -0.131 0.228
H -4.514 -0.759 4.984
H 2.840 0.325 0.115
H -6.161 -0.555 3.150
H -0.889 -2.523 2.315
H 1.656 4.156 -1.562
H 1.450 3.658 5.558
H 2.388 -2.767 -2.738
H 2.038 0.030 3.199
H 0.279 4.950 -0.730
H -1.479 4.119 -3.339
H 0.299 -1.804 3.473
H 4.985 -2.827 -3.042
H -2.782 2.848 -3.426
H 2.904 1.846 4.640
H 5.302 0.448 -0.366
H -0.959 3.764 4.661
H 1.128 2.206 1.320
H 2.046 -1.978 1.553
```

Summary:
2S+1 = 5
total charge = +2
LUMO (spin up / spin down) = -7.040 / -8.662 eV
gap between HOMO and LUMO (spin up / spin down) = 6.976 / 5.746 eV

Density functional theory data (ωB97M-V/def2-TZVPD) for the molecule C4H6N4 in a non-equilibrium geometry.

```
14
Properties=species:S:1:pos:R:3
N 1.933 0.203 -0.738
N -1.433 0.952 -0.298
N -2.090 -0.182 -0.595
N 1.579 -1.046 -0.145
C -0.132 0.796 0.363
C -1.326 -1.146 -0.374
C 1.212 1.208 -0.336
C 0.047 -0.835 0.422
H 1.252 2.237 -0.646
H 2.210 -1.701 -0.040
H -0.059 -1.063 1.613
H -1.916 1.753 0.355
H 0.011 1.089 1.472
H -1.287 -2.265 -1.054
```

Summary:
SMILES string = C1=NN[C@@H]2C=NN[C@H]12
2S+1 = 1
total charge = 0
energy relative to the best compared isomer or geometry (same formula, charge and spin) = 6.4097 eV
LUMO = 0.760 eV
gap between HOMO and LUMO = 9.499 eV

| no. | calculated total energy (a.u.) |
| --- | --- |
| 1 | -4587.1876 |
| 2 | -573.9787 |
| 3 | -310.9290 |
| 4 | -8337.7800 |
| 5 | -4650.0820 |
| 6 | -250.9218 |
| 7 | -543.7248 |
| 8 | -285.3535 |
| 9 | -2552.5102 |
| 10 | -747.3336 |
| 11 | -3525.8757 |
| 12 | -374.8258 |